The following is a quantum chemistry calculation of a cluster of 4 separate species, C2H12NO3 in total, from the Open Molecules 2025 dataset.

```
! RIJCOSX wB97M-V def2-TZVPD def2/J DEFGRID3
* xyz 1 1
C 2.87239 0.88430 0.60133
C 1.54243 -0.74124 -0.65178
N 1.58920 0.32505 0.05032
H 3.58976 0.04730 0.86919
H 2.51907 1.54434 1.39296
H 3.41855 1.32139 -0.24798
H 2.56605 -0.95389 -1.13935
H 0.65889 -1.13208 -0.99831
H 0.67707 0.79332 0.20056
H -1.26854 -2.62330 0.72751
H 0.14956 -2.03526 1.02212
O -0.55132 -2.00639 0.39414
H -1.12900 2.19123 -0.56165
H -1.57285 0.96722 0.32197
O -0.86193 1.55424 0.04410
H -4.04202 -0.23733 0.20868
H -3.82348 0.84397 -0.71345
O -3.50631 -0.03042 -0.57971
*
```


The following is a quantum chemistry calculation of a structure of composition C30H60CuIO30, from the Open Molecules 2025 dataset.

```
! RIJCOSX wB97M-V def2-TZVPD def2/J DEFGRID3
* xyz 0 1
Cu 19.85288 -9.06487 0.77818
I 18.20116 -6.46827 0.56404
C 14.61727 -5.28882 0.87971
O 13.25982 -5.44168 1.33729
C 12.90459 -6.56836 1.99689
O 13.68939 -7.48858 2.28330
O 11.60937 -6.62915 2.30363
C 10.69822 -5.65215 1.80786
H 14.65382 -4.50105 0.12726
H 14.96356 -6.12308 0.26965
H 15.23494 -5.01473 1.73497
H 10.81350 -4.63054 2.16996
H 9.74090 -5.87999 2.27664
H 10.60958 -5.71063 0.72305
C 19.00917 -2.22090 -5.93221
O 18.81363 -1.99944 -4.57445
C 18.75282 -2.93358 -3.75860
O 19.12082 -4.10029 -4.00058
O 18.12510 -2.49238 -2.66314
C 18.00049 -3.38754 -1.57367
H 18.84520 -1.22361 -6.34039
H 18.21676 -2.85481 -6.33013
H 19.96508 -2.62114 -6.27008
H 17.73475 -4.38555 -1.92223
H 17.22628 -3.03297 -0.89325
H 18.91336 -3.39406 -0.97809
C 23.70867 -10.05545 3.86156
O 22.70903 -9.33931 4.50900
C 21.68187 -8.75779 3.86758
O 21.50062 -8.81781 2.66644
O 20.99085 -7.98982 4.73389
C 19.80997 -7.33458 4.43606
H 24.42537 -10.52861 4.53280
H 24.31534 -9.35884 3.28294
H 23.20569 -10.78985 3.23245
H 19.16491 -7.05220 5.26809
H 19.18556 -8.04323 3.89198
H 20.03105 -6.43382 3.86348
C 23.81509 -2.12519 4.76401
O 23.11697 -3.26588 4.33586
C 22.46563 -3.25061 3.20001
O 22.24440 -2.22798 2.52494
O 22.20686 -4.47958 2.93502
C 21.46480 -4.79556 1.79322
H 23.74303 -1.96988 5.84047
H 23.28903 -1.19494 4.54954
H 24.84023 -2.26284 4.42013
H 22.03952 -4.56355 0.89658
H 20.52503 -4.24390 1.76851
H 21.27776 -5.86612 1.70953
C 16.73583 0.46102 6.42782
O 16.04199 0.05007 5.31472
C 16.64650 -0.45251 4.26259
O 17.86852 -0.54565 4.03762
O 15.69905 -0.81970 3.43131
C 15.88190 -1.59196 2.24492
H 17.55633 1.12783 6.16278
H 17.30081 -0.33942 6.90554
H 16.08917 0.95283 7.15449
H 16.62541 -2.37487 2.39439
H 16.15779 -1.01005 1.36550
H 14.95694 -2.11382 1.99956
C 17.98963 -6.82589 -3.14409
O 17.95332 -8.22917 -3.29197
C 16.90798 -8.74828 -3.87499
O 15.96632 -8.14788 -4.36379
O 17.04016 -10.10238 -3.72089
C 16.11921 -11.01143 -4.27919
H 17.92417 -6.38727 -4.13980
H 18.94558 -6.55299 -2.69711
H 17.14150 -6.52769 -2.52778
H 16.59902 -11.87293 -4.74361
H 15.56792 -10.51597 -5.07839
H 15.41773 -11.47458 -3.58526
C 23.83613 -9.36270 0.15647
O 23.73472 -8.09301 -0.52670
C 22.55254 -7.54122 -0.80495
O 21.44974 -8.07675 -0.62645
O 22.74755 -6.33301 -1.27989
C 21.65972 -5.67082 -1.99036
H 24.82992 -9.77185 -0.02535
H 23.10155 -10.09086 -0.18747
H 23.78572 -9.12362 1.21873
H 22.10312 -4.82596 -2.51733
H 20.94838 -5.40129 -1.20971
H 21.04788 -6.26013 -2.67336
C 17.39607 -12.62022 5.08077
O 18.27719 -11.95831 4.15511
C 18.12436 -10.67761 3.54385
O 18.88611 -10.26363 2.64720
O 17.01442 -10.03366 4.09034
C 16.51770 -8.87705 3.45620
H 17.43741 -12.12907 6.05297
H 17.97907 -13.52809 5.23558
H 16.37685 -12.77727 4.72775
H 16.09021 -8.14443 4.14076
H 15.70847 -9.18862 2.79576
H 17.25637 -8.32278 2.87720
C 14.67366 -6.26910 5.41309
O 16.12562 -6.04091 5.23223
C 16.57395 -4.92681 4.76106
O 15.87684 -3.97159 4.30417
O 17.94243 -4.99741 4.70025
C 18.68608 -3.90977 4.19068
H 14.11043 -6.21680 4.48135
H 14.17168 -5.63873 6.14709
H 14.51385 -7.31739 5.66536
H 18.35793 -2.94630 4.58075
H 18.68812 -3.84915 3.10237
H 19.71507 -4.05852 4.51803
C 15.50579 -9.41701 -0.18913
O 15.89755 -10.75647 -0.46756
C 17.16283 -11.14532 -0.55700
O 18.17101 -10.49021 -0.13106
O 17.11802 -12.34179 -1.16084
C 18.31102 -12.97179 -1.67501
H 15.89060 -9.08812 0.77619
H 14.42815 -9.25432 -0.17135
H 15.94868 -8.78341 -0.95759
H 19.11526 -12.39909 -2.13685
H 17.95009 -13.73670 -2.36258
H 18.69905 -13.59673 -0.87066
*
```


The following is a quantum chemistry calculation of the ion C3H5N2OS with charge +1, from the Open Molecules 2025 dataset.

```
! RIJCOSX wB97M-V def2-TZVPD def2/J DEFGRID3
* xyz 1 1
C -0.25667 0.27422 -0.10512
C 0.35284 -2.06586 0.01337
C 1.07349 0.78916 0.38724
N -0.45068 -1.07696 -0.26250
N -1.28027 1.07445 -0.37292
O 2.01607 -0.07304 0.61522
S 1.13066 -3.33700 0.32543
H 1.36552 1.57920 -0.35083
H 0.79450 1.37334 1.29928
H -1.36041 -1.35210 -0.64763
H -1.18535 2.07481 -0.27563
H -2.19970 0.73977 -0.62590
*
```


The following is a quantum chemistry calculation of a structure of composition C4H8ClNS, from the Open Molecules 2025 dataset.

```
! RIJCOSX wB97M-V def2-TZVPD def2/J DEFGRID3
* xyz 0 1
C 0.04622 -0.14357 -0.06980
C -0.49220 -0.13021 1.50186
C 1.58976 0.18753 -0.33184
C -0.48305 1.12879 -0.91019
H -0.33589 -2.24225 0.12517
H -1.27471 -1.37755 -1.12894
H -0.28564 -1.32787 1.85660
H 0.36409 0.64780 2.26065
H 2.22484 0.27110 0.46990
H 2.33468 -0.39119 -0.93600
H -1.17035 1.92639 -0.29408
H -1.14003 1.04765 -1.82394
N -0.29053 -1.39806 -0.68039
S 1.24683 1.84363 -1.06337
Cl -2.33403 -0.04219 1.02438
*
```


The following is a quantum chemistry calculation of a cluster of 2 separate species, C4H7NO2P in total, from the Open Molecules 2025 dataset.

```
! RIJCOSX wB97M-V def2-TZVPD def2/J DEFGRID3
* xyz 1 1
C -0.62265 0.32683 0.38570
C 1.47510 -0.00724 0.47354
C 1.12881 1.05805 1.56142
C -2.00928 0.56987 -0.15785
N 0.25500 -0.40885 -0.18411
O -0.32220 -3.28332 -4.07774
O -0.34216 1.11442 1.48326
P 0.71451 -3.90113 -3.36990
H 2.05853 0.44783 -0.30061
H 1.83894 -0.85948 0.97461
H 1.49120 0.85730 2.66964
H 1.49038 2.05538 1.47883
H -2.11311 0.12461 -1.14718
H -2.27956 1.62839 -0.30345
H -2.76352 0.27734 0.51383
*
```


The following is a quantum chemistry calculation of the ion C2H4ClN2 with charge +1, from the Open Molecules 2025 dataset.

```
! RIJCOSX wB97M-V def2-TZVPD def2/J DEFGRID3
* xyz 1 1
C -1.37062 0.36099 -0.29558
C 0.97193 0.13715 -0.63326
N -0.22922 -0.19743 0.13942
N -0.40513 -0.59205 1.32507
Cl -2.84207 -0.14330 -0.31890
H 0.62179 -0.08784 -1.64442
H 1.11119 1.21811 -0.35366
H 1.83676 -0.32043 -0.24453
H 0.30538 -0.37519 2.02587
*
```


The following is a quantum chemistry calculation of a structure of composition C13H25Br6NO6V, from the Open Molecules 2025 dataset.

```
! RIJCOSX wB97M-V def2-TZVPD def2/J DEFGRID3
* xyz 0 2
O -0.05686 -1.92419 -3.77996
V 0.82789 -1.59333 -2.53141
C -1.70867 -0.41351 0.58848
C -0.93965 -1.10704 -0.50136
O -1.50104 -1.60852 -1.49708
O 0.32005 -1.31256 -0.39572
H -2.71654 -0.78732 0.74690
H -1.81709 0.64343 0.32911
H -1.16775 -0.45474 1.53307
C 4.37738 0.32073 -3.21889
C 3.06277 -0.34022 -3.00031
O 2.56624 -0.52872 -1.85238
O 2.41326 -0.84714 -3.95329
H 4.49731 1.02597 -2.39302
H 4.39736 0.90746 -4.13483
H 5.21774 -0.36850 -3.22559
C -0.55204 1.97030 -2.76391
O 0.12615 0.95568 -2.83017
N -1.71158 2.12540 -3.44240
C -2.25090 1.03594 -4.25303
C -2.35930 3.42406 -3.48468
H -0.29506 2.87732 -2.19552
H -3.33002 1.03518 -4.09660
H -1.89875 0.09740 -3.83196
H -1.95494 1.16459 -5.29186
H -3.40115 3.31913 -3.16685
H -1.91517 4.13709 -2.79503
H -2.35674 3.79383 -4.51182
Br -2.84322 2.22248 4.11893
C -1.57228 2.89997 2.84191
C -2.39626 3.36880 1.62754
Br -1.15974 4.26601 0.39904
H -0.80260 2.18631 2.56811
H -1.14053 3.78798 3.29194
H -3.04769 4.14552 2.01274
H -2.91240 2.57654 1.10056
Br -2.32466 -2.07145 4.15944
C -0.45801 -2.64796 4.29349
C 0.07970 -2.11035 5.60579
Br 2.02113 -2.56971 5.66658
H 0.07178 -2.24492 3.44053
H -0.35970 -3.72992 4.30992
H -0.32058 -2.50682 6.53277
H -0.05716 -1.03260 5.67617
Br 4.77261 -3.38389 0.84221
C 3.19705 -2.44332 1.52703
C 1.96981 -3.34642 1.46626
Br 2.12371 -4.93643 2.62554
H 2.98530 -1.44974 1.12783
H 3.33629 -2.15624 2.57439
H 1.83911 -3.66726 0.43626
H 1.12546 -2.70430 1.70512
*
```


The following is a quantum chemistry calculation of an isolated molecule of C3H6N2, from the Open Molecules 2025 dataset.

Results
Structure (SMILES) = Cc1c[nH][nH]1

```
! RIJCOSX wB97M-V def2-TZVPD def2/J DEFGRID3
* xyz 0 1
C 1.40520 -0.28879 0.05885
C 0.00940 0.08022 -0.23299
C -0.94143 1.02588 -0.09700
N -2.11750 0.21396 0.19016
N -1.35670 -1.01158 -0.11448
H 1.87564 0.69941 0.36677
H 1.45025 -0.90601 0.96480
H 1.98887 -0.67257 -0.91039
H -0.89249 2.14389 -0.12410
H -2.94385 0.35531 -0.38745
H -1.45125 -1.51437 0.74483
*
```


The following is a quantum chemistry calculation of the ion C9H13N3 with charge +2, from the Open Molecules 2025 dataset.

```
! RIJCOSX wB97M-V def2-TZVPD def2/J DEFGRID3
* xyz 2 1
C -3.17947 0.40190 0.60961
C -2.68355 1.48385 -0.09310
C -2.45659 -0.72446 0.69664
C -1.40134 1.46632 -0.75279
C -1.21548 -0.83032 -0.07088
C -0.56621 0.36759 -0.53493
C -0.80859 -2.02974 -0.46401
C 2.80915 0.81139 0.46108
C 1.00518 0.25337 -0.87443
N 1.65939 1.34179 -0.15965
N 2.31541 -0.62354 0.79059
N 1.61896 -0.99216 -0.35255
H -4.24584 0.49887 0.92072
H -3.24955 2.44727 0.01872
H -2.75257 -1.69228 1.17764
H -1.04146 2.41307 -1.25075
H -1.29864 -2.99852 -0.15976
H -0.26036 -2.11341 -1.49123
H 3.66022 0.65818 -0.12574
H 2.92702 1.31601 1.38186
H 1.03776 0.34180 -1.95607
H 1.08525 1.64734 0.61044
H 3.15979 -1.21429 0.95271
H 1.78485 -0.68276 1.72589
H 2.09666 -1.54727 -1.06004
*
```


The following is a quantum chemistry calculation of a structure of composition C8H20MnO4, from the Open Molecules 2025 dataset.

```
! RIJCOSX wB97M-V def2-TZVPD def2/J DEFGRID3
* xyz 2 6
Mn -0.35642 0.17334 -0.39995
C -1.20956 -2.67629 0.76262
O -0.72327 -1.32955 1.01896
C 0.05307 -1.23300 2.23467
C 0.34803 0.22776 2.45461
O 0.85276 0.81135 1.22563
C 2.27043 0.59100 0.99127
C 2.50048 0.72605 -0.48432
O 1.59278 -0.19241 -1.14692
C 2.03554 -0.59172 -2.47413
H -1.84209 -2.98834 1.59055
H -0.36305 -3.35153 0.65066
H -1.79461 -2.64908 -0.15249
H 0.95050 -1.84371 2.12149
H -0.53220 -1.62043 3.06991
H 1.06783 0.37105 3.25949
H -0.55467 0.78508 2.69741
H 2.53839 -0.40926 1.33271
H 2.84307 1.33421 1.54516
H 3.53085 0.46801 -0.72816
H 2.30326 1.74125 -0.83701
H 3.04436 -0.98930 -2.39739
H 2.01614 0.26487 -3.14634
H 1.36144 -1.36873 -2.82078
C -2.85650 1.26214 -0.27081
C -2.50199 1.80612 -1.62803
O -1.14691 1.30910 -1.93398
H -3.85634 1.57147 0.03446
H -2.19203 1.65489 0.51213
H -2.89020 0.16360 -0.26490
H -2.47485 2.89270 -1.63231
H -3.17908 1.44846 -2.39922
H -0.83517 1.64092 -2.78497
*
```


The following is a quantum chemistry calculation of a structure of composition C28H31N5OS2Tc, from the Open Molecules 2025 dataset.

```
! RIJCOSX wB97M-V def2-TZVPD def2/J DEFGRID3
* xyz 4 4
Tc -1.11551 -1.64034 2.20313
C -3.09661 -1.55422 3.52593
C -2.58506 -2.82341 3.68917
C -1.22352 -3.00992 4.04616
C -0.42899 -1.89796 4.40027
C -0.93870 -0.57606 4.24649
C -2.28426 -0.41927 3.81093
H -4.14807 -1.38643 3.27796
H -3.21487 -3.69900 3.42002
H -0.83368 -4.01912 4.05314
H 0.60860 -2.04872 4.69143
H -0.29513 0.27393 4.36621
H -2.62024 0.56246 3.66091
C 2.26573 5.97451 -6.56478
C 2.16320 5.40966 -5.17787
C 2.82225 6.05622 -4.08880
C 2.77911 5.53456 -2.82855
C 1.95486 4.36893 -2.57821
N 1.85046 3.94189 -1.29064
C 1.10366 2.90735 -0.62175
O 1.59816 2.14863 0.21133
N -0.22140 2.81324 -0.97108
C -1.16789 1.89640 -0.51181
C -2.48923 1.97238 -0.98484
C -3.44318 1.06872 -0.55709
C -3.06878 0.12602 0.37151
N -1.79413 -0.00254 0.79169
C -0.87886 0.90820 0.40826
C 1.30547 3.69817 -3.65632
C 1.46266 4.19365 -4.92543
H 1.59195 5.49784 -7.25321
H 3.27861 5.81821 -6.96419
H 2.14119 7.08644 -6.51105
H 3.34575 6.94055 -4.32150
H 3.31006 5.94262 -2.00118
H 2.58654 4.29269 -0.65247
H -0.67849 3.52707 -1.54409
H -2.78884 2.70763 -1.76780
H -4.45977 1.10702 -0.90569
H -3.78435 -0.58112 0.72581
H 0.10329 0.90408 0.85422
H 0.77340 2.77135 -3.45972
H 0.93486 3.81844 -5.78337
C -2.74045 -6.72934 -1.39319
C -2.30456 -5.44302 -0.72307
C -0.99061 -5.25114 -0.32823
C -0.66778 -4.16174 0.41616
N -1.55325 -3.17953 0.77746
C -2.85742 -3.35841 0.36930
C -3.20907 -4.39875 -0.41286
H -2.52667 -6.75034 -2.45679
H -3.77469 -6.90091 -1.20731
H -2.16381 -7.53917 -0.97213
H -0.24695 -6.01936 -0.49401
H 0.35944 -4.03356 0.80161
H -3.58411 -2.60347 0.71154
H -4.27095 -4.38446 -0.66929
S 0.97567 -1.49956 1.05597
C 2.37428 -1.28638 2.04181
N 3.27234 -0.39231 1.78753
C 4.53541 -0.52135 2.49553
C 4.20703 -1.21338 3.78510
S 2.86567 -2.40010 3.25038
H 3.01158 0.31776 1.08849
H 4.94013 0.44866 2.66739
H 5.18944 -1.05878 1.82603
H 3.73799 -0.51481 4.47065
H 5.00108 -1.73731 4.27881
*
```


The following is a quantum chemistry calculation of a structure of composition C10H35MnO10, from the Open Molecules 2025 dataset.

```
! RIJCOSX wB97M-V def2-TZVPD def2/J DEFGRID3
* xyz 1 6
Mn 1.63112 -3.68061 0.00496
C -0.56590 1.29070 0.18437
C 0.13992 -0.07298 0.18686
O 1.10737 -0.37549 0.92395
O -0.28135 -0.92538 -0.58030
H -0.37221 1.64889 1.19545
H -1.65100 1.18759 0.18007
H -0.15546 1.92010 -0.60525
C 3.35367 -2.14189 -3.47380
O 3.76037 -2.68089 -2.27144
H 3.72630 -2.62692 -4.37602
H 2.26959 -2.06213 -3.55444
H 3.72846 -1.11882 -3.50446
H 4.71549 -2.76526 -2.31879
C 2.97924 1.13701 5.76688
O 4.24489 0.80855 6.18996
H 2.29601 0.66933 6.47579
H 2.75450 2.20194 5.70745
H 2.78586 0.63323 4.81982
H 4.22713 -0.14823 6.26642
C 0.12959 7.73794 -0.90488
O 0.93714 8.44041 -1.82601
H 0.02841 6.67366 -1.11741
H 0.51555 7.76485 0.11415
H -0.88583 8.13263 -0.93986
H 1.22897 9.20968 -1.33140
C -3.51381 -0.02184 4.07992
O -4.27413 -1.20612 4.21817
H -3.94842 0.83226 3.56055
H -3.16353 0.37578 5.03244
H -2.59832 -0.30129 3.55850
H -3.86602 -1.65214 4.96390
C -5.28666 -3.13155 -0.24531
O -5.98672 -2.05440 0.32131
H -5.39405 -4.08371 0.27425
H -5.55410 -3.34743 -1.27970
H -4.21389 -2.93857 -0.24120
H -5.64046 -1.91965 1.20648
C -3.67361 0.13642 -3.60634
O -2.96598 -1.04264 -3.86910
H -2.98544 0.97736 -3.52068
H -4.41944 0.23952 -4.39452
H -4.18173 0.06742 -2.64450
H -2.43396 -1.11915 -3.07366
C -0.73472 -5.66955 -3.17180
O 0.56104 -5.38713 -2.71455
H -1.44838 -4.94753 -2.77495
H -0.68393 -5.38770 -4.22350
H -1.04648 -6.69313 -2.96401
H 1.19613 -5.81885 -3.29063
C 5.55896 2.17222 0.96092
O 6.40250 2.29129 -0.19495
H 4.78526 1.44376 0.71837
H 6.04083 1.97502 1.91853
H 5.04839 3.12502 1.10089
H 5.77286 2.22841 -0.91688
*
```


no.,energy (hartree)
1,-363.5854
2,-5374.4275
3,-699.8618
4,-1070.1858
5,-702.8323
6,-647.8266
7,-17404.6878
8,-227.2780
9,-514.2475
10,-1768.1921
11,-2310.3828
12,-2304.7746